# C46H52AsIrN5O2P

C46H52AsIrN5O2P as an isolated structure (ωB97M-V with the def2-TZVPD basis set, the Open Molecules 2025 dataset).

Structure (XYZ):
```
108
Properties=species:S:1:pos:R:3
C -1.833 -3.389 4.509
H 6.541 -0.150 -1.697
H -0.563 -1.838 5.224
H -3.152 -0.004 1.226
As -2.617 3.174 0.613
H -2.547 -3.982 1.270
H -0.988 2.295 2.612
C -0.712 -1.778 3.080
H -4.306 3.718 2.320
C -3.464 0.361 -3.201
H -4.260 2.211 -4.964
H 3.204 -0.976 0.961
C 1.319 3.347 1.482
C -2.945 -1.627 -0.168
C 0.319 -4.090 -0.038
C -2.374 -4.009 3.395
H -3.304 0.254 -2.130
H -3.087 -3.274 -1.552
H 1.809 3.080 3.522
C 5.762 -0.072 0.302
H -5.599 0.194 0.924
H 1.589 -1.345 -1.668
C -3.666 -0.655 0.531
C -1.578 4.764 0.696
C -0.476 -3.140 -0.685
H 7.475 -0.783 3.122
N 0.614 0.188 2.129
H 2.515 1.111 2.182
C -5.037 -0.541 0.359
C -3.176 2.095 -4.951
C -5.703 -1.395 -0.515
N 4.456 0.356 -0.132
H 1.467 -5.885 -0.251
C 0.133 0.171 -2.121
H -0.552 3.766 3.513
C 1.084 -0.799 -2.453
H -1.187 2.852 -3.526
H 1.089 -0.649 -5.839
C -3.929 3.406 -0.753
H -1.024 4.798 1.629
H 0.680 2.949 0.686
C -4.993 -2.368 -1.204
H 1.067 4.402 1.599
H 1.023 -6.094 -2.672
C 1.593 1.152 2.749
C -2.110 -3.499 2.136
C 7.264 -0.641 2.071
H -5.511 -3.053 -1.863
H -6.776 -1.322 -0.634
C 0.818 -0.436 -4.814
H 0.511 -4.017 1.025
H -1.713 2.092 -1.994
P -1.185 -1.779 0.254
H -4.438 2.458 -0.923
C 1.133 2.608 2.802
C -0.130 0.523 -4.524
C 8.274 -0.832 1.133
H -3.460 3.766 -1.667
H -2.918 2.919 3.094
N 10.646 -1.516 1.923
H -3.062 -0.524 -3.706
C 6.003 -0.251 1.654
N 2.272 0.522 -0.255
C -3.618 -2.491 -1.028
C 2.834 1.467 -1.092
H -4.523 0.442 -3.440
C 6.753 -0.271 -0.643
O 0.855 -0.506 4.228
H -0.892 4.777 -0.149
H 2.791 0.167 4.326
C 0.255 -0.652 3.060
H 1.562 1.282 4.945
H 2.234 2.129 -1.692
Ir -0.065 0.520 0.037
C -0.290 2.721 3.334
H 8.806 -0.811 -0.945
C 8.018 -0.649 -0.223
H -2.047 -3.759 5.502
H 4.970 1.940 -1.496
C -1.001 -2.295 4.351
H -0.347 -4.395 -3.832
C -1.297 -2.382 1.960
C -1.517 1.929 -3.053
H -2.681 3.046 -5.123
H 2.351 3.294 1.132
C 9.595 -1.215 1.573
H -4.652 4.147 -0.412
H 2.163 -1.872 -3.958
C 1.420 -1.108 -3.762
C -0.481 0.826 -3.201
C -3.582 2.907 2.235
H -0.589 1.070 -5.341
C 4.186 1.380 -1.016
H -1.271 -2.491 -2.583
H -2.913 1.396 -5.755
N -2.763 1.524 -3.690
H -4.110 1.956 2.177
H 5.220 -0.070 2.381
H -0.429 2.191 4.279
C -0.162 -4.309 -2.769
C 0.861 -5.146 -0.757
H -3.005 -4.882 3.503
C 0.612 -5.261 -2.117
H -2.252 5.619 0.638
C 1.800 0.578 4.151
C 3.281 -0.123 0.304
C -0.694 -3.245 -2.061
O -1.677 1.807 0.198
```

Calculated values
Net charge = +3
Kohn-Sham gap (spin up / spin down) = 6.95 / 5.15 eV
Multiplicity = 6
Molar mass = 1005.07 g mol⁻¹
Expectation value of S² = 8.766
Energy = -4888.76446 Ha
ΔE to the lowest compared entry with this formula, charge and spin = 18.3 kcal/mol
HOMO level (spin up / spin down) = -14.08 / -15.28 eV